Here is 2 unconnected molecules or ions with the total composition C5H10Cl from the OMol25 dataset. Energies are from ωB97M-V with the def2-TZVPD basis set.

The calculation puts the calculated total energy at -17866.991 eV. The value obtained for the HOMO energy (spin up / spin down) is -0.2937 / -0.3912 hartree. The energy above the lowest of the compared OMol25 structures with the same formula, charge and spin is 70.5 kJ/mol. As for the expectation value of S²: 0.7536. As for the charge: 0. The HOMO-LUMO gap (spin up / spin down) comes out at 0.325 / 0.399 hartree. As for the spin multiplicity: 2.

Atoms and positions in Å:
Cl (2.68, -4.14, -0.50)
H (2.70, -2.91, -0.76)
C (0.85, 1.73, -0.63)
C (-0.38, 1.28, -0.03)
C (-1.04, 0.05, -0.76)
C (-1.10, -0.70, 0.58)
C (-0.19, 0.35, 1.23)
H (1.60, 2.16, 0.03)
H (0.87, 1.86, -1.71)
H (-1.10, 2.10, 0.16)
H (-2.00, 0.27, -1.23)
H (-0.34, -0.41, -1.47)
H (-2.11, -0.71, 1.01)
H (-0.73, -1.73, 0.58)
H (0.85, 0.01, 1.33)
H (-0.55, 0.78, 2.17)

Here is 2 unconnected molecules or ions with the total composition C11H22Si from the OMol25 dataset. Energies are from ωB97M-V with the def2-TZVPD basis set.

The calculation puts the calculated total energy at -19636.362 eV. Its SMILES is C=C(C)[Si](=C(C)C)C(C)C.C=C. The value obtained for the HOMO energy is -0.2649 hartree. The energy above the lowest of the compared OMol25 structures with the same formula, charge and spin is 343.5 kJ/mol. As for the charge: 0. The HOMO-LUMO gap comes out at 0.291 hartree. As for the spin multiplicity: 1.

Atoms and positions in Å:
C (1.38, -2.70, 0.86)
C (0.64, -2.24, -0.14)
C (0.29, -3.21, -1.29)
Si (0.05, -0.45, -0.53)
C (1.16, 0.71, -1.23)
C (2.43, 0.48, -2.02)
C (0.92, 2.12, -0.84)
C (-1.74, 0.01, 0.16)
C (-2.58, -1.26, 0.42)
C (-2.33, 0.91, -0.92)
H (1.79, -2.10, 1.66)
H (1.64, -3.74, 0.86)
H (-0.60, -3.13, -1.92)
H (0.43, -4.26, -1.11)
H (0.98, -3.12, -2.10)
H (3.40, 0.52, -1.41)
H (2.47, -0.50, -2.51)
H (2.64, 1.16, -2.92)
H (1.22, 2.97, -1.50)
H (1.48, 2.51, -0.04)
H (-0.15, 2.36, -0.57)
H (-1.45, 0.68, 0.94)
H (-3.56, -1.08, 0.78)
H (-2.71, -1.75, -0.54)
H (-2.10, -2.00, 1.13)
H (-1.51, 1.34, -1.49)
H (-2.57, 1.87, -0.39)
H (-3.27, 0.67, -1.36)
C (-0.10, 1.70, 3.30)
C (0.66, 2.68, 2.74)
H (0.16, 0.73, 3.51)
H (-1.08, 1.97, 3.61)
H (1.72, 2.58, 2.59)
H (0.31, 3.57, 2.28)